#A
{
  "formula": "C9H9NO3",
  "method": "ωB97M-V/def2-TZVPD",
  "gap_ev": 8.11,
  "total_charge": 0,
  "lumo_energy_ev": -0.526,
  "homo_energy_ev": -8.638,
  "symbols": ["C", "C", "C", "C", "C", "C", "C", "C", "C", "N", "O", "O", "O", "H", "H", "H", "H", "H", "H", "H", "H", "H"],
  "xyz": [[0.4573, -1.9216, 2.1173], [-0.2974, -0.8319, 2.5023], [0.8298, -2.1362, 0.7625], [-0.7482, -0.0143, 1.5665], [0.2482, -1.2689, -0.1975], [-0.5279, -0.2204, 0.1754], [0.1384, 3.1188, -1.8907], [0.5403, 2.1607, -0.9659], [-0.9931, 0.7354, -0.7848], [0.9719, 2.3431, 0.4058], [1.9797, 1.7468, 0.7605], [0.0976, 2.8885, 1.1174], [1.3333, 2.2330, -2.0836], [0.7682, -2.6181, 2.9054], [-0.2273, -0.4760, 3.4624], [1.4156, -3.0282, 0.3512], [-1.2684, 0.8229, 1.9450], [0.5317, -1.6201, -1.2668], [-0.7000, 2.8885, -2.5383], [0.4786, 4.1923, -1.7970], [-0.9342, 0.4136, -1.7989], [-1.6139, 1.6044, -0.4461]]
}

#B
{
  "formula": "C9H9NO3",
  "method": "ωB97M-V/def2-TZVPD",
  "gap_ev": 9.45,
  "total_charge": 0,
  "lumo_energy_ev": 0.567,
  "homo_energy_ev": -8.885,
  "smiles": "N[C@@]1(Cc2ccccc2O)OC1=O",
  "symbols": ["N", "C", "C", "C", "C", "C", "C", "C", "C", "O", "O", "C", "O", "H", "H", "H", "H", "H", "H", "H", "H", "H"],
  "xyz": [[0.5211, 3.1123, 1.0974], [0.0033, 2.0633, 0.3563], [1.0157, 1.0159, -0.1172], [0.4114, -0.3570, -0.2706], [-0.4742, -0.5384, -1.3303], [-0.9162, -1.8638, -1.6118], [-0.7040, -2.8430, -0.6355], [0.1431, -2.5929, 0.4564], [0.7681, -1.3889, 0.5810], [1.6497, -1.0926, 1.5957], [-1.3871, 1.5423, 0.7959], [-1.3732, 2.1758, -0.3070], [-2.0573, 2.5103, -1.2336], [0.5412, 2.7988, 2.0977], [-0.1252, 3.9329, 0.9904], [1.7830, 1.1155, 0.5966], [1.2046, 1.4314, -1.1647], [-0.9070, 0.3371, -1.7884], [-1.4879, -2.1828, -2.5042], [-0.9162, -3.9316, -0.8632], [0.2569, -3.3796, 1.2694], [2.0501, -1.8650, 1.9899]]
}

Least stable: #A

#A
{
  "formula": "CH3N2O2",
  "method": "ωB97M-V/def2-TZVPD",
  "gap_ev": 6.87,
  "total_charge": -1,
  "lumo_energy_ev": 4.421,
  "homo_energy_ev": -2.447,
  "symbols": ["C", "N", "N", "O", "O", "H", "H", "H"],
  "xyz": [[1.0161, 0.1334, -0.9614], [-0.8488, -0.0300, 1.1526], [-0.7371, -0.6917, -0.1574], [0.9304, 0.0583, -2.1449], [1.6760, 0.3959, -0.0078], [-0.4050, -0.6072, 1.7842], [-0.2462, 0.8927, 1.1655], [-1.3853, -0.1515, -0.8309]]
}

#B
{
  "formula": "CH3N2O2",
  "method": "ωB97M-V/def2-TZVPD",
  "gap_ev": [6.82, 8.01],
  "total_charge": -1,
  "lumo_energy_ev": [3.533, 4.365],
  "homo_energy_ev": [-3.287, -3.643],
  "symbols": ["C", "N", "N", "O", "O", "H", "H", "H"],
  "xyz": [[1.9969, -0.1624, 0.4878], [-1.1286, 0.4282, 0.4505], [-1.8447, 0.1461, -0.5172], [-1.7253, 0.0163, -1.7214], [-3.0306, 0.1919, 0.0609], [1.4249, 0.4153, 1.2375], [2.3593, -1.1436, 0.6053], [1.9482, 0.1082, -0.6034]]
}

Least stable: #B

#A
{
  "formula": "CH3N2O2",
  "method": "ωB97M-V/def2-TZVPD",
  "gap_ev": 7.78,
  "total_charge": -1,
  "lumo_energy_ev": 4.669,
  "homo_energy_ev": -3.108,
  "symbols": ["C", "N", "N", "O", "O", "H", "H", "H"],
  "xyz": [[1.2142, -0.0652, 0.0211], [0.0957, -0.5841, -0.1752], [-1.5421, 0.6151, -0.2317], [-2.2444, -0.0586, 0.5294], [1.4465, 1.0877, 0.4029], [2.0527, -0.8256, -0.2902], [-0.0169, -1.6062, -0.5920], [-1.0057, 1.4368, 0.3358]]
}

#B
{
  "formula": "CH3N2O2",
  "method": "ωB97M-V/def2-TZVPD",
  "gap_ev": [7.78, 7.48],
  "total_charge": -1,
  "lumo_energy_ev": [4.807, 4.589],
  "homo_energy_ev": [-2.972, -2.889],
  "symbols": ["C", "N", "N", "O", "O", "H", "H", "H"],
  "xyz": [[0.4782, 0.5981, -0.4577], [1.2982, -0.4232, -0.3209], [-1.1606, -0.2152, 0.5920], [-2.2634, -0.5432, 0.0133], [2.0544, -0.4426, 0.6601], [0.5142, 1.5249, 0.1085], [-0.2208, 0.5998, -1.3378], [-0.7002, -1.0986, 0.7424]]
}

#C
{
  "formula": "CH3N2O2",
  "method": "ωB97M-V/def2-TZVPD",
  "gap_ev": 8.92,
  "total_charge": -1,
  "lumo_energy_ev": 4.717,
  "homo_energy_ev": -4.206,
  "symbols": ["C", "N", "N", "O", "O", "H", "H", "H"],
  "xyz": [[-1.1351, 0.3400, -0.7613], [-1.9533, -0.2484, -0.1671], [1.7728, -0.0246, 0.5103], [1.4428, 0.6421, -0.7436], [-3.0170, -0.6091, 0.2962], [1.2864, -0.9415, 0.4854], [0.3459, 0.4483, -0.8038], [1.2577, 0.3933, 1.1840]]
}

Least stable: #B

#A
{
  "formula": "C5H5ClS",
  "method": "ωB97M-V/def2-TZVPD",
  "gap_ev": 8.58,
  "total_charge": 0,
  "lumo_energy_ev": -0.670,
  "homo_energy_ev": -9.251,
  "smiles": "C#C[C@@](C)(Cl)C=S",
  "symbols": ["C", "C", "C", "C", "Cl", "C", "S", "H", "H", "H", "H", "H"],
  "xyz": [[2.4394, 0.4822, 0.1216], [1.2258, 0.4532, 0.1146], [-0.2422, 0.2618, 0.0138], [-0.7418, -0.7184, 1.0365], [-0.9555, 1.9453, 0.4651], [-0.6512, 0.0475, -1.4459], [-1.4809, -1.1564, -1.9505], [3.4955, 0.6533, 0.0444], [-0.4351, -1.7080, 0.6674], [-1.8304, -0.8199, 0.9974], [-0.4710, -0.3240, 2.0148], [-0.3526, 0.8835, -2.0793]]
}

#B
{
  "formula": "C5H5ClS",
  "method": "ωB97M-V/def2-TZVPD",
  "gap_ev": 7.29,
  "total_charge": 0,
  "lumo_energy_ev": -1.317,
  "homo_energy_ev": -8.606,
  "smiles": "C=C(Cl)C(=C)C=S",
  "symbols": ["C", "C", "Cl", "C", "C", "C", "S", "H", "H", "H", "H", "H"],
  "xyz": [[-0.8299, 1.7297, -0.1251], [0.2758, 0.8993, 0.0694], [1.8222, 1.6011, 0.5270], [0.1821, -0.5322, -0.0992], [-0.0382, -1.1033, -1.3186], [0.3779, -1.1130, 1.2033], [0.8951, -0.3819, 2.6196], [-0.9352, 2.7452, 0.1920], [-1.7037, 1.1847, -0.2639], [-0.0278, -0.5862, -2.2177], [-0.0109, -2.1864, -1.6496], [-0.0073, -2.2569, 1.0627]]
}

Least stable: #B